P) Molecular formula: C5H16N2O
Method: DFT, ωB97M-V/def2-TZVPD

Atoms and positions in Å:
1 C -2.35834 0.51523 0.47772
2 C -2.61095 -0.48258 -0.63296
3 O -1.75953 -0.21673 1.61498
4 H -1.64482 0.39791 2.34712
5 H -1.74998 1.35328 0.12011
6 H -3.30655 0.92214 0.85531
7 H -1.66467 -0.83622 -1.03223
8 H -3.16175 -1.33542 -0.24536
9 H -3.18801 -0.00927 -1.42385
10 C 1.37265 1.23874 0.68399
11 C 1.27371 0.64677 -1.65069
12 C 1.92094 -1.62617 0.36263
13 N 0.74057 0.40620 -0.32628
14 N 0.68107 -0.97695 -0.03851
15 H -0.02995 -1.08498 0.68642
16 H 1.13784 2.28069 0.46468
17 H 0.95613 0.98317 1.65833
18 H 1.03755 1.66983 -1.94335
19 H 0.80307 -0.04889 -2.34088
20 H 2.46770 1.13329 0.71985
21 H 2.36499 0.51869 -1.71030
22 H 1.71488 -2.68991 0.45507
23 H 2.66794 -1.48781 -0.41757
24 H 2.33551 -1.27101 1.31578

Properties
orbital gap: 9.15 eV
LUMO level: 0.848 eV
E_HOMO: -8.30 eV
net charge: 0
SMILES: CNN(C)C.CCO



Q) Molecular formula: C5H16N2O
Method: DFT, ωB97M-V/def2-TZVPD

Atoms and positions in Å:
1 N -1.89305 -1.21505 -0.51382
2 C -0.73786 1.32986 0.57971
3 C 0.01126 0.34082 -0.30046
4 C -0.49811 -1.11132 -0.17932
5 C 0.31005 -2.04808 -1.07873
6 N 1.74652 -1.89319 -0.95116
7 C 2.25610 -2.35206 0.33501
8 H -2.54994 -1.52933 0.17063
9 H -2.15571 -1.21331 -1.48213
10 H -0.35469 2.33233 0.35877
11 H -1.81376 1.28215 0.43423
12 H -0.55635 1.17007 1.64253
13 H -0.17758 0.61415 -1.34361
14 H 1.08048 0.45252 -0.13152
15 H -0.37490 -1.43225 0.86014
16 H -0.02097 -3.07539 -0.86970
17 H 0.03949 -1.83822 -2.12204
18 H 2.22840 -2.33701 -1.71913
19 H 1.84617 -3.33948 0.61323
20 H 3.33871 -2.47709 0.29179
21 H 2.00042 -1.61562 1.09682
22 H -1.11911 6.65681 0.66224
23 H -1.63704 6.40348 2.06533
24 O -0.96855 6.89520 1.58120

Properties
orbital gap: 9.45 eV
LUMO level: 0.883 eV
E_HOMO: -8.57 eV
net charge: 0
SMILES: CC[C@@H](N)CNC.O



The least stable of the structures above is P), whereas Q) is the most stable.